[1]
DFT (wB97M-V/def2-TZVPD) results for 3 unconnected molecules or ions with the total composition C4H8N2S at a distorted geometry.

As for the HOMO energy: -8.681 eV. The lowest unoccupied orbital energy comes out at -0.460 eV. As for the HOMO-LUMO gap: 8.22 eV. As for the energy above the lowest of the compared OMol25 structures with the same formula, charge and spin: 9.472 eV.

The geometry in ORCA input format:
```
! wB97M-V def2-TZVPD RIJCOSX def2/J DEFGRID3
* xyz 0 1
C -0.83 -0.74 -0.46
C 0.09 0.05 0.62
C 0.02 1.50 0.27
C 2.45 0.39 -0.24
H -3.18 -0.45 -0.52
H -1.94 -2.72 0.30
H -0.43 -1.61 -0.77
H -1.10 0.04 -1.24
H 0.25 -0.39 1.75
H 0.16 2.53 0.99
H -0.72 1.78 -0.56
H 3.02 1.29 -0.28
N -2.04 -1.22 0.30
N 1.05 0.57 -0.29
S 3.19 -1.02 0.13
*
```

Löwdin atomic charges, in units of e:
1 C -0.349
2 C -0.283
3 C -0.088
4 C -0.665
5 H 0.209
6 H 0.205
7 H 0.033
8 H 0.097
9 H 0.196
10 H 0.168
11 H 0.104
12 H 0.039
13 N -0.120
14 N -0.153
15 S 0.604



[2]
DFT (wB97M-V/def2-TZVPD) results for a single C2H3FNO5PS molecule at a distorted geometry.

As for the HOMO energy: -10.575 eV. The SMILES is C#CN(P(=O)(O)O)S(=O)(=O)F. The lowest unoccupied orbital energy comes out at -0.108 eV. As for the HOMO-LUMO gap: 10.47 eV.

The geometry in ORCA input format:
```
! wB97M-V def2-TZVPD RIJCOSX def2/J DEFGRID3
* xyz 0 1
C 1.35 -2.19 0.57
C 0.91 -1.09 0.74
N 0.41 0.19 0.85
P -1.34 0.09 0.54
O -1.98 -0.22 1.80
O -1.56 -1.07 -0.52
O -1.83 1.49 -0.02
S 1.19 1.20 -0.29
O 1.63 2.37 0.35
O 0.42 1.28 -1.48
F 2.44 0.38 -0.64
H 1.77 -3.15 0.52
H -1.55 -0.78 -1.44
H -1.86 1.48 -0.98
*
```

Löwdin atomic charges, in units of e:
1 C 0.157
2 C -0.276
3 N -0.170
4 P 0.379
5 O -0.210
6 O -0.077
7 O -0.082
8 S 0.607
9 O -0.201
10 O -0.256
11 F -0.099
12 H 0.045
13 H 0.098
14 H 0.086



[3]
DFT (wB97M-V/def2-TZVPD) results for 10 unconnected molecules or ions with the total composition C4H28N2O11 at a distorted geometry.

As for the HOMO energy: -10.228 eV. The SMILES is C[C@H](CO)NC(N)=O.O.O.O.O.O.O.O.O.O. The lowest unoccupied orbital energy comes out at -0.336 eV. As for the HOMO-LUMO gap: 9.89 eV. As for the energy above the lowest of the compared OMol25 structures with the same formula, charge and spin: 4.589 eV.

The geometry in ORCA input format:
```
! wB97M-V def2-TZVPD RIJCOSX def2/J DEFGRID3
* xyz 0 1
C 2.22 1.62 0.35
C 1.41 0.36 0.14
C 2.27 -0.62 -0.76
O 2.49 -1.87 -0.05
N 0.16 0.58 -0.78
C -0.99 -0.14 -0.57
N -1.94 0.03 -1.59
O -1.17 -0.90 0.42
H 2.60 2.11 -0.47
H 1.54 2.32 0.87
H 3.15 1.54 1.12
H 1.01 -0.27 1.05
H 1.65 -1.04 -1.71
H 3.16 -0.02 -1.08
H 3.52 -2.01 0.15
H 0.33 0.83 -1.73
H -2.81 -0.36 -1.31
H -1.80 0.82 -2.32
O 0.15 -3.41 -3.15
H -0.48 -2.77 -2.83
H 0.98 -2.91 -3.35
O -0.99 0.25 2.96
H -1.22 0.36 2.08
H -0.94 -0.71 3.12
O -0.78 1.15 -4.08
H -0.64 1.74 -4.86
H -1.36 0.36 -4.35
O 0.07 -2.14 2.39
H 1.01 -2.02 2.23
H -0.24 -1.62 1.65
O -5.15 -1.32 -1.38
H -5.20 -0.54 -0.87
H -4.47 -1.90 -0.86
O 1.15 3.55 -2.98
H 0.85 2.67 -3.19
H 2.14 3.54 -2.79
O -3.98 -2.19 2.48
H -3.96 -1.25 2.77
H -3.39 -2.21 1.75
O -0.14 2.83 3.67
H -0.46 2.55 4.42
H -0.37 2.09 3.11
O 3.71 0.07 3.25
H 3.97 0.99 3.47
H 2.93 -0.15 3.62
*
```

Löwdin atomic charges, in units of e:
1 C -0.064
2 C -0.256
3 C -0.197
4 O -0.126
5 N 0.099
6 C -0.523
7 N 0.158
8 O -0.029
9 H 0.023
10 H 0.085
11 H 0.129
12 H 0.145
13 H 0.142
14 H 0.117
15 H 0.158
16 H 0.091
17 H 0.048
18 H 0.120
19 O -0.061
20 H 0.007
21 H 0.044
22 O -0.044
23 H -0.029
24 H 0.048
25 O -0.101
26 H 0.076
27 H 0.093
28 O -0.057
29 H 0.029
30 H -0.044
31 O -0.070
32 H -0.001
33 H 0.086
34 O -0.066
35 H -0.028
36 H 0.073
37 O -0.051
38 H 0.059
39 H -0.017
40 O 0.004
41 H -0.069
42 H -0.010
43 O -0.027
44 H 0.070
45 H -0.031



[4]
DFT (wB97M-V/def2-TZVPD) results for a molecular structure, C57H55AsGe2NP2Ti at a distorted geometry.

As for the HOMO energy (alpha / beta): -18.184 / -18.188 eV. The expectation value of S² is 0.78. The lowest unoccupied orbital energy (alpha / beta) comes out at -13.120 / -12.955 eV. As for the HOMO-LUMO gap (alpha / beta): 5.06 / 5.23 eV. As for the energy above the lowest of the compared OMol25 structures with the same formula, charge and spin: 0.496 eV.

The geometry in ORCA input format:
```
! wB97M-V def2-TZVPD RIJCOSX def2/J DEFGRID3
* xyz 4 2
Ti -0.12 -0.27 -0.63
N 0.22 1.58 1.67
P 0.02 -0.08 1.96
C -1.02 -0.12 3.42
C -0.99 -1.26 4.24
C -1.72 -1.27 5.42
C -2.46 -0.15 5.79
C -2.49 0.98 4.97
C -1.79 0.98 3.77
C 1.58 -0.77 2.54
C 2.41 -0.01 3.38
C 3.48 -0.61 4.01
C 3.73 -1.98 3.82
C 2.91 -2.73 3.00
C 1.83 -2.13 2.35
P 0.07 2.13 0.09
C -0.87 3.65 0.12
C -1.36 4.14 1.33
C -2.04 5.36 1.36
C -2.25 6.06 0.18
C -1.76 5.57 -1.03
C -1.08 4.37 -1.06
C 1.72 2.56 -0.50
C 1.90 2.93 -1.84
C 3.08 3.55 -2.22
C 4.08 3.78 -1.28
C 3.92 3.36 0.04
C 2.75 2.75 0.43
H 0.39 2.22 2.43
H -0.39 -2.12 3.98
H -1.70 -2.14 6.06
H -3.00 -0.15 6.73
H -3.07 1.84 5.27
H -1.86 1.85 3.12
H 2.20 1.03 3.57
H 4.12 -0.03 4.66
H 4.55 -2.45 4.34
H 3.09 -3.79 2.87
H 1.18 -2.73 1.74
H -1.22 3.61 2.26
H -2.39 5.75 2.30
H -2.78 7.00 0.21
H -1.91 6.13 -1.94
H -0.68 4.02 -2.00
H 1.12 2.77 -2.57
H 3.22 3.86 -3.25
H 4.99 4.29 -1.58
H 4.71 3.53 0.76
H 2.63 2.43 1.46
C 6.82 0.50 -0.30
C 6.15 -0.24 0.67
C 4.83 -0.59 0.49
C 4.19 -0.20 -0.69
C 4.83 0.57 -1.66
C 6.16 0.90 -1.46
As 2.41 -0.77 -0.95
C 2.02 -0.61 -2.85
C 0.76 -0.17 -3.26
C 0.39 -0.09 -4.59
C 1.32 -0.46 -5.55
C 2.57 -0.93 -5.17
C 2.92 -1.02 -3.83
C 2.30 -2.67 -0.82
C 3.39 -3.51 -0.70
C 3.19 -4.89 -0.68
C 1.91 -5.42 -0.78
C 0.81 -4.58 -0.91
C 1.02 -3.21 -0.93
H 7.86 0.76 -0.16
H 6.67 -0.56 1.57
H 4.30 -1.17 1.24
H 4.31 0.90 -2.55
H 6.68 1.48 -2.21
H 0.00 0.17 -2.56
H -0.60 0.26 -4.88
H 1.06 -0.38 -6.60
H 3.28 -1.24 -5.92
H 3.89 -1.42 -3.55
H 4.39 -3.11 -0.63
H 4.04 -5.55 -0.60
H 1.77 -6.49 -0.78
H -0.18 -4.99 -0.99
H 0.14 -2.55 -1.03
C -5.08 -3.27 -0.13
Ge -3.17 -3.23 -0.30
C -2.47 -3.93 -1.95
C -2.14 -3.70 1.26
Ge -2.77 -0.57 -0.42
C -3.68 0.39 0.89
C -4.09 1.73 0.73
C -4.98 2.28 1.63
C -5.48 1.51 2.68
C -5.08 0.18 2.86
C -4.16 -0.37 1.99
C -2.79 0.27 -2.14
C -3.30 -0.63 -3.09
C -3.74 -0.15 -4.32
C -3.59 1.20 -4.62
C -3.02 2.08 -3.70
C -2.62 1.62 -2.46
H -5.32 -4.34 -0.07
H -5.57 -2.85 -1.01
H -5.43 -2.77 0.77
H -2.28 -4.99 -1.78
H -1.56 -3.45 -2.28
H -3.22 -3.86 -2.74
H -2.10 -4.79 1.32
H -2.62 -3.34 2.17
H -1.13 -3.32 1.20
H -3.76 2.32 -0.11
H -5.31 3.30 1.51
H -6.19 1.94 3.37
H -5.48 -0.41 3.67
H -3.84 -1.39 2.13
H -3.39 -1.69 -2.88
H -4.17 -0.83 -5.04
H -3.91 1.56 -5.59
H -2.91 3.13 -3.96
H -2.22 2.32 -1.75
*
```

Here are the Löwdin charges for atoms 1 to 99, given in e:
1 Ti 0.529
2 N -0.354
3 P 0.915
4 C -0.349
5 C -0.073
6 C -0.030
7 C -0.022
8 C -0.048
9 C -0.098
10 C -0.393
11 C -0.072
12 C -0.034
13 C -0.031
14 C -0.048
15 C -0.132
16 P 0.903
17 C -0.346
18 C -0.079
19 C -0.034
20 C -0.018
21 C -0.028
22 C -0.101
23 C -0.377
24 C -0.100
25 C -0.040
26 C -0.030
27 C -0.036
28 C -0.076
29 H 0.091
30 H 0.108
31 H 0.127
32 H 0.129
33 H 0.125
34 H 0.077
35 H 0.110
36 H 0.129
37 H 0.130
38 H 0.125
39 H 0.085
40 H 0.082
41 H 0.127
42 H 0.131
43 H 0.127
44 H 0.100
45 H 0.102
46 H 0.128
47 H 0.132
48 H 0.130
49 H 0.094
50 C -0.019
51 C -0.031
52 C -0.099
53 C -0.375
54 C -0.106
55 C -0.037
56 As 1.339
57 C -0.355
58 C -0.169
59 C -0.035
60 C -0.015
61 C -0.006
62 C -0.063
63 C -0.385
64 C -0.056
65 C -0.016
66 C -0.016
67 C -0.050
68 C -0.166
69 H 0.129
70 H 0.124
71 H 0.082
72 H 0.101
73 H 0.128
74 H 0.006
75 H 0.112
76 H 0.132
77 H 0.133
78 H 0.124
79 H 0.117
80 H 0.131
81 H 0.131
82 H 0.092
83 H 0.040
84 C -0.190
85 Ge 0.810
86 C -0.230
87 C -0.222
88 Ge 0.994
89 C -0.366
90 C -0.075
91 C -0.025
92 C 0.007
93 C -0.037
94 C -0.123
95 C -0.384
96 C -0.100
97 C -0.021
98 C -0.004
99 C -0.022



no.,electronic energy (Eh)
1,-664.58470
2,-1348.37577
3,-1106.27733
4,-10180.16767